Entry from OMol25: a single C3H3Cl2FO molecule (ωB97M-V/def2-TZVPD).

Geometry as XYZ:
```
10
C3H3Cl2FO ωB97M-V/def2-TZVPD
H -0.5331 1.2279 -1.2101
Cl -2.7138 1.1710 0.1614
H -1.5207 -0.2523 1.4052
C -0.3030 0.5387 -0.3930
C 2.1923 -0.2707 -0.0179
F 2.3051 -1.0229 1.0646
H 3.0908 -0.0068 -0.4929
O 1.0714 0.2046 -0.5000
Cl -2.0998 -1.5813 -0.4224
C -1.4892 -0.0082 0.4051
```

- LUMO (alpha / beta): -0.325 / 0.525 eV
- Energy relative to the best compared isomer or geometry (same formula, charge and spin): 88.0 kcal per mole
- E: -32964.75314 eV
- HOMO energy (alpha / beta): -0.285 / -0.303 Ha